Record 1
Below is a structure of composition C32H27CrNO3PS, with properties calculated with ωB97M-V/def2-TZVPD.

Cartesian coordinates (Å):
Cr (0.33, -1.15, -0.24)
O (-2.08, -3.22, -0.93)
C (-1.89, -2.40, -0.04)
O (-0.91, -2.39, 0.82)
C (-2.91, -1.25, 0.15)
P (-2.17, 0.38, -0.31)
C (-2.12, 0.32, -2.14)
C (-3.04, -0.37, -2.92)
C (-2.93, -0.37, -4.31)
C (-1.89, 0.31, -4.92)
C (-0.95, 0.99, -4.15)
C (-1.07, 0.99, -2.77)
C (-3.63, 1.48, -0.04)
C (-3.99, 2.45, -0.98)
C (-5.02, 3.34, -0.72)
C (-5.72, 3.29, 0.48)
C (-5.36, 2.33, 1.42)
C (-4.33, 1.44, 1.16)
H (-3.14, -1.20, 1.21)
H (-3.82, -1.46, -0.41)
H (-3.84, -0.94, -2.46)
H (-3.64, -0.94, -4.90)
H (-1.78, 0.27, -6.00)
H (-0.11, 1.47, -4.62)
H (-0.31, 1.45, -2.16)
H (-3.47, 2.50, -1.93)
H (-5.29, 4.08, -1.47)
H (-6.52, 3.98, 0.68)
H (-5.90, 2.27, 2.37)
H (-4.07, 0.71, 1.92)
N (1.10, -0.90, -1.83)
C (1.42, -0.85, -3.11)
C (0.81, -1.70, -4.09)
C (1.10, -1.58, -5.43)
C (2.01, -0.64, -5.91)
C (2.64, 0.19, -4.98)
C (2.36, 0.09, -3.63)
H (0.08, -2.42, -3.73)
H (0.59, -2.24, -6.13)
H (2.23, -0.56, -6.97)
H (3.36, 0.93, -5.32)
H (2.85, 0.75, -2.92)
O (0.98, -0.29, 1.73)
S (1.66, -1.30, 2.61)
C (3.41, -0.96, 2.45)
C (3.81, 0.21, 1.81)
C (5.16, 0.46, 1.67)
C (6.10, -0.44, 2.16)
C (5.68, -1.61, 2.78)
C (4.33, -1.89, 2.92)
C (1.46, -0.64, 4.27)
C (1.03, 0.67, 4.40)
C (0.86, 1.19, 5.68)
C (1.12, 0.40, 6.79)
C (1.54, -0.91, 6.64)
C (1.70, -1.45, 5.37)
H (3.06, 0.87, 1.40)
H (5.49, 1.36, 1.17)
H (7.15, -0.24, 2.05)
H (6.41, -2.33, 3.14)
H (4.00, -2.81, 3.37)
H (0.80, 1.25, 3.52)
H (0.52, 2.21, 5.81)
H (0.99, 0.81, 7.79)
H (1.73, -1.53, 7.51)
H (2.00, -2.48, 5.23)

As for the expectation value of S²: 6.124. Its charge is -1. Its spin multiplicity is 5. The value obtained for the lowest unoccupied orbital energy (alpha / beta) is 2.132 / 2.130 eV. The calculation puts the HOMO energy (alpha / beta) at -2.11 / -3.02 eV. The total energy is -89800.669 eV. The calculation puts the energy above the lowest of the compared OMol25 structures with the same formula, charge and spin at 1.8 kcal per mole. As for the gap between HOMO and LUMO (alpha / beta): 4.239 / 5.153 eV.

***

Record 2
Below is a structure of composition C32H27F9NOP3S3Tc, with properties calculated with ωB97M-V/def2-TZVPD.

Cartesian coordinates (Å):
Tc (0.56, 0.19, 0.19)
S (-1.24, 1.76, -0.40)
P (-2.44, 0.64, 0.81)
C (-1.25, -0.67, 0.82)
P (-1.41, -2.12, -0.21)
S (-0.04, -1.52, -1.56)
C (-3.02, -2.48, -0.91)
C (-3.10, -2.73, -2.28)
C (-4.31, -3.13, -2.83)
C (-5.43, -3.25, -2.02)
C (-5.36, -2.99, -0.66)
C (-4.15, -2.61, -0.10)
C (-0.87, -3.65, 0.59)
C (0.50, -3.86, 0.71)
C (0.97, -5.04, 1.27)
C (0.08, -6.01, 1.69)
C (-1.29, -5.82, 1.54)
C (-1.76, -4.64, 0.98)
C (-4.08, 0.55, 0.10)
C (-4.24, 0.59, -1.28)
C (-5.52, 0.57, -1.82)
C (-6.63, 0.52, -0.98)
C (-6.47, 0.48, 0.40)
C (-5.19, 0.49, 0.94)
C (-2.61, 1.36, 2.43)
C (-1.89, 0.84, 3.51)
C (-1.92, 1.48, 4.74)
C (-2.66, 2.64, 4.88)
C (-3.38, 3.17, 3.81)
C (-3.36, 2.52, 2.59)
H (-2.22, -2.62, -2.90)
H (-4.38, -3.33, -3.89)
H (-6.38, -3.56, -2.46)
H (-6.24, -3.08, -0.03)
H (-4.08, -2.40, 0.97)
H (1.20, -3.13, 0.34)
H (2.04, -5.21, 1.35)
H (0.45, -6.94, 2.12)
H (-1.98, -6.59, 1.85)
H (-2.83, -4.52, 0.85)
H (-3.38, 0.63, -1.93)
H (-5.65, 0.60, -2.89)
H (-7.62, 0.52, -1.40)
H (-7.33, 0.45, 1.05)
H (-5.06, 0.46, 2.02)
H (-1.32, -0.08, 3.38)
H (-1.37, 1.08, 5.57)
H (-2.68, 3.15, 5.84)
H (-3.97, 4.07, 3.94)
H (-3.91, 2.93, 1.75)
F (2.12, 5.98, 1.89)
C (2.52, 4.71, 2.04)
F (1.90, 4.21, 3.12)
F (3.84, 4.73, 2.29)
C (2.23, 3.92, 0.80)
C (2.57, 4.48, -0.43)
C (2.31, 3.80, -1.61)
C (1.71, 2.57, -1.55)
N (1.40, 2.03, -0.36)
C (1.65, 2.66, 0.81)
S (1.10, 1.63, 2.09)
H (3.03, 5.45, -0.45)
H (2.58, 4.22, -2.57)
H (1.48, 1.98, -2.43)
F (2.52, -0.29, -0.30)
P (3.63, -0.67, -1.76)
F (2.39, -0.23, -2.68)
F (4.57, -0.98, -2.97)
F (4.05, 0.86, -1.64)
F (3.02, -2.13, -1.68)
F (4.69, -1.04, -0.64)
C (2.97, -1.55, 1.99)
O (1.54, -1.33, 1.86)
H (3.16, -2.21, 2.84)
H (3.50, -0.61, 2.11)
H (3.30, -2.03, 1.08)
H (1.23, -0.95, 2.69)

As for the expectation value of S²: 2.092. Its charge is +1. Its spin multiplicity is 3. The value obtained for the lowest unoccupied orbital energy (alpha / beta) is -4.290 / -4.904 eV. The calculation puts the HOMO energy (alpha / beta) at -11.29 / -11.37 eV. The total energy is -124189.367 eV. The calculation puts the energy above the lowest of the compared OMol25 structures with the same formula, charge and spin at 0.0 kcal per mole. As for the gap between HOMO and LUMO (alpha / beta): 7.004 / 6.467 eV.

***

Record 3
Below is a structure of composition C32H27N3O4Pd, with properties calculated with ωB97M-V/def2-TZVPD.

Cartesian coordinates (Å):
Pd (0.49, 0.50, 0.33)
C (1.92, 3.21, 5.29)
O (1.60, 2.63, 4.05)
C (2.29, 3.09, 2.96)
C (3.37, 3.94, 3.04)
C (4.01, 4.37, 1.88)
C (3.54, 3.96, 0.66)
C (2.43, 3.09, 0.56)
C (2.00, 2.71, -0.76)
N (1.16, 1.78, -1.03)
N (0.87, 1.51, -2.36)
C (0.13, 0.47, -2.46)
O (-0.40, -0.19, -1.46)
C (-0.16, 0.00, -3.84)
C (0.47, 0.57, -4.95)
C (0.20, 0.11, -6.22)
C (-0.71, -0.92, -6.41)
C (-1.35, -1.49, -5.32)
C (-1.07, -1.03, -4.04)
C (1.78, 2.65, 1.72)
O (0.67, 1.93, 1.70)
H (1.22, 2.80, 6.00)
H (1.81, 4.29, 5.26)
H (2.95, 2.96, 5.60)
H (3.74, 4.28, 4.00)
H (4.86, 5.04, 1.95)
H (4.02, 4.30, -0.25)
H (2.44, 3.21, -1.61)
H (1.18, 1.37, -4.78)
H (0.70, 0.55, -7.07)
H (-0.93, -1.28, -7.41)
H (-2.06, -2.29, -5.46)
H (-1.58, -1.46, -3.18)
C (3.00, -3.44, -0.58)
C (2.06, -2.33, -0.99)
N (0.81, -2.72, -1.36)
O (2.40, -1.15, -0.99)
H (2.73, -4.41, -1.00)
H (3.00, -3.52, 0.51)
H (4.01, -3.18, -0.90)
H (0.52, -3.67, -1.29)
H (0.14, -1.98, -1.57)
C (0.34, -0.79, 1.72)
C (0.53, -1.62, 2.61)
C (0.79, -2.59, 3.51)
C (1.02, -3.96, 3.01)
C (0.28, -4.42, 1.92)
C (0.50, -5.69, 1.42)
C (1.49, -6.49, 1.98)
C (2.25, -6.03, 3.04)
C (2.01, -4.77, 3.57)
C (0.85, -2.30, 4.94)
C (0.58, -3.30, 5.88)
C (0.61, -3.01, 7.23)
C (0.92, -1.72, 7.66)
C (1.18, -0.72, 6.73)
C (1.13, -1.00, 5.37)
H (-0.48, -3.78, 1.49)
H (-0.09, -6.06, 0.60)
H (1.67, -7.48, 1.58)
H (3.03, -6.65, 3.47)
H (2.60, -4.40, 4.40)
H (0.33, -4.30, 5.55)
H (0.39, -3.78, 7.96)
H (0.96, -1.49, 8.71)
H (1.42, 0.28, 7.06)
H (1.31, -0.22, 4.64)

The value obtained for the lowest unoccupied orbital energy is -2.118 eV. The calculation puts the HOMO energy at -7.30 eV. The total energy is -49759.286 eV. The calculation puts the energy above the lowest of the compared OMol25 structures with the same formula, charge and spin at 0.0 kcal per mole. As for the gap between HOMO and LUMO: 5.183 eV.